Entry 1:
A molecular structure, C20H15MnN4O4SSe, computed with the ωB97M-V functional and the def2-TZVPD basis.

XYZ file:
```
46
Properties=species:S:1:pos:R:3:forces:R:3:nbo_charge:R:1
Mn -0.11395 -1.16881 -0.03070 -0.2496 0.0597 -0.1061 1.540
N -1.01828 2.91246 -1.26502 0.0579 -0.0083 -0.0287 -0.603
C -0.03645 3.55105 -2.05981 -0.0235 -0.0070 0.0179 0.208
C -0.25364 4.84562 -2.49434 0.0179 -0.0021 0.0010 -0.242
C 0.69928 5.49230 -3.27224 0.0141 -0.0342 0.0044 -0.201
C 1.87215 4.83795 -3.60291 -0.0299 0.0387 -0.0002 -0.205
C 2.08790 3.53899 -3.15967 0.0117 -0.0257 0.0102 -0.187
C 1.13754 2.88719 -2.39212 0.0430 0.0819 -0.0533 -0.251
S 1.44589 1.21599 -1.90536 -0.0506 -0.0803 0.0218 0.568
N 0.11726 0.88481 -0.90479 -0.0986 0.0541 -0.0929 -0.698
C -0.87071 1.67405 -0.72431 -0.0105 -0.0377 0.0540 0.429
C -1.95657 1.18345 0.18213 -0.0279 -0.0243 0.0176 0.180
C -3.05807 1.94193 0.54832 0.0367 -0.0808 -0.0082 -0.219
C -4.02830 1.37146 1.35914 -0.0148 0.0102 0.0059 -0.131
C -3.88112 0.06297 1.77826 0.0191 -0.0271 -0.0060 -0.229
C -2.74523 -0.62540 1.38668 -0.0331 0.0514 -0.0024 0.097
N -1.80589 -0.07119 0.62748 0.0397 -0.0454 0.0100 -0.484
H -1.89007 3.39459 -1.15633 -0.0195 -0.0096 0.0120 0.406
H -1.17415 5.35214 -2.22743 -0.0054 -0.0015 0.0073 0.209
H 0.51756 6.50176 -3.61375 -0.0002 0.0036 0.0008 0.222
H 2.62215 5.32923 -4.20707 -0.0002 -0.0008 -0.0021 0.224
H 3.00286 3.02376 -3.42546 0.0011 -0.0166 0.0116 0.227
H -3.17938 2.96524 0.22649 0.0157 0.0043 -0.0148 0.219
H -4.89370 1.95052 1.65147 -0.0062 -0.0089 0.0052 0.234
H -4.62142 -0.42493 2.39486 -0.0092 0.0121 0.0018 0.241
H -2.58089 -1.65526 1.67827 0.0018 0.0035 0.0029 0.220
O 1.14545 -2.13424 -1.12177 -0.1193 0.0552 -0.0199 -1.051
Se -0.05916 -2.61165 -2.27191 0.0155 0.2727 0.3137 2.709
O -0.01171 -4.17299 -2.58022 -0.0040 -0.0053 0.0261 -0.973
O -1.32394 -2.17670 -1.19136 0.1987 0.0361 -0.2061 -1.085
O -0.04959 -1.55960 -3.48022 0.0214 -0.1443 -0.1087 -1.010
C 0.96959 -0.71862 1.62886 0.1715 -0.0231 0.0992 -0.732
C 1.36985 -2.06643 2.06286 -0.0353 -0.1478 -0.0602 -0.051
C 0.45292 -2.89561 2.72302 0.0817 -0.0253 0.0929 -0.194
C 0.76210 -4.20825 3.02867 0.0206 0.0566 -0.0234 -0.147
C 2.00623 -4.72208 2.67299 -0.0396 0.0189 0.0122 -0.193
C 2.93237 -3.91318 2.01369 -0.0243 0.0390 0.0046 -0.136
C 2.61390 -2.60574 1.71200 -0.0506 -0.0184 0.0094 -0.186
C 2.33660 -6.08075 2.99448 0.0442 -0.0682 0.0076 0.282
N 2.60856 -7.16548 3.26013 -0.0127 -0.0012 0.0080 -0.311
H 1.79909 -0.07245 1.34584 0.0035 -0.0041 0.0280 0.226
H 0.29682 -0.22486 2.33171 0.0435 0.0503 -0.0160 0.207
H -0.51064 -2.49845 3.02554 0.0003 0.0311 -0.0260 0.193
H 0.04604 -4.83572 3.54145 0.0143 -0.0204 0.0010 0.226
H 3.89418 -4.31944 1.73285 0.0008 -0.0179 0.0068 0.231
H 3.32655 -1.98968 1.17961 -0.0096 0.0071 -0.0186 0.223
```
Positions in Å, forces in eV/Å.

The spin multiplicity is 5. The value obtained for the LUMO energy (alpha / beta) is -1.3916 / -1.4723 eV. The HOMO energy (alpha / beta) comes out at -8.2 / -8.2 eV. The calculation puts the gap between HOMO and LUMO (alpha / beta) at 6.8 / 6.8 eV. The energy relative to the best compared isomer or geometry (same formula, charge and spin) is 0.221 eV.


Entry 2:
A molecular structure, C31H66ClKLi2N2O16PS2, computed with the ωB97M-V functional and the def2-TZVPD basis.

XYZ file:
```
122
Properties=species:S:1:pos:R:3:forces:R:3:lowdin_charge:R:1
C 2.01180 -0.87094 7.20771 0.1872 0.2731 0.1966 -0.095
O 2.41120 -2.23124 7.19985 -0.4861 0.0892 0.1275 -0.182
C 1.68552 -3.03585 6.29342 0.6566 -0.4850 -0.7718 -0.230
C 2.37905 -3.13433 4.91646 0.1614 0.7503 0.2097 -0.162
C 1.73576 -2.15541 3.94112 -0.4727 -0.2999 -0.1148 -0.202
C 0.36519 -2.62594 3.41350 0.0156 0.4789 -0.4102 -0.215
C -0.70849 -1.53855 3.47914 0.0219 -0.1737 -0.8100 -0.191
C -0.37911 -0.37553 2.51594 0.2031 0.0385 1.2365 -0.202
C -0.55012 1.01716 3.17194 0.5077 -0.8527 -1.2776 -0.176
C 0.44549 1.97947 2.49682 -0.8379 0.1884 0.5148 -0.174
C 1.79020 1.96039 3.23965 -0.3216 0.0550 -0.6279 -0.152
C 3.01202 2.10670 2.35658 -0.6390 0.9626 0.6753 -0.204
O 2.88615 1.34880 1.10962 0.4716 -0.8781 -0.5715 -0.331
S 4.30203 0.74533 0.70737 0.6570 0.6966 -0.3863 0.847
O 4.48349 -0.48994 1.47918 0.6997 0.2282 0.9151 -0.514
O 4.04728 0.27870 -0.82631 -1.6209 0.2925 -0.2939 -0.552
P 3.34820 -1.26842 -0.96620 0.7868 -2.5443 1.9270 0.891
C 1.52000 -1.20946 -0.71551 0.0346 0.9412 -1.4777 -0.236
C 3.76788 -1.99050 -2.62007 -0.6320 0.8331 -1.0068 -0.384
H 2.28536 -0.43333 8.16370 0.1311 -0.0944 0.1331 0.087
H 2.51297 -0.28339 6.43677 -0.0325 -0.0184 -0.1968 0.081
H 0.93408 -0.74701 7.10697 -0.1293 -0.0973 -0.1476 0.093
H 1.62581 -4.03709 6.71650 -0.1098 0.0030 0.2799 0.099
H 0.68375 -2.64626 6.10507 -0.2380 0.0045 0.4106 0.112
H 3.41171 -2.81573 5.06045 0.1961 -0.2227 0.1485 0.108
H 2.39987 -4.15865 4.54800 -0.1380 -0.0694 -0.1443 0.107
H 2.37360 -1.91952 3.08988 0.2399 -0.0843 0.0340 0.098
H 1.57967 -1.21580 4.47164 0.0960 0.1477 0.0562 0.089
H 0.49145 -2.83967 2.34872 -0.0518 -0.3284 -0.0843 0.096
H 0.00325 -3.54981 3.86740 0.1885 -0.0438 0.2981 0.096
H -1.64001 -2.00836 3.16228 -0.3292 0.1339 0.3405 0.099
H -0.79158 -1.12177 4.48074 -0.2039 -0.2384 0.2171 0.105
H 0.68615 -0.46594 2.30324 0.1440 -0.0236 -0.4286 0.075
H -0.95768 -0.45409 1.59911 0.0868 -0.0150 -0.2446 0.111
H -1.56965 1.34293 2.99368 -0.1468 0.2263 0.5191 0.118
H -0.30612 0.88568 4.22011 -0.3544 0.5808 0.2821 0.092
H 0.50018 1.67883 1.45001 0.3039 0.0665 -0.1246 0.095
H 0.00137 2.97213 2.51727 0.2873 0.2500 0.0302 0.118
H 1.79568 2.82752 3.90482 0.0076 -0.1903 0.3138 0.105
H 1.84070 1.05190 3.83578 0.2008 -0.0983 0.0865 0.102
H 3.11584 3.15343 2.08393 0.1167 0.0441 -0.2677 0.134
H 3.89130 1.81266 2.93064 0.1932 -0.2142 -0.1893 0.098
H 1.22361 -2.17688 -0.32671 0.1692 -0.1630 0.1372 0.043
H 0.90221 -1.00339 -1.59630 -0.1499 0.0824 0.0294 0.029
H 1.30123 -0.44112 0.01802 0.0033 0.0561 0.2449 0.021
H 3.45921 -3.03149 -2.59219 -0.0746 -0.1448 0.4024 0.048
H 4.85684 -1.95352 -2.70966 0.2604 0.1251 0.3262 0.023
H 3.25874 -1.52534 -3.50630 2.1575 -4.1682 1.9558 -0.191
K 2.67191 -0.05699 -3.95277 -1.8741 5.6802 -1.4751 0.732
O 6.50646 -1.67502 -0.83825 0.2577 0.1194 0.0185 -0.545
H 5.82721 -1.15297 -0.41703 -0.1573 -0.0095 0.1419 -0.273
O 0.76669 5.07694 4.83271 -0.0103 -0.0806 -0.1988 -0.360
S -0.15729 4.43985 5.79904 0.1911 -0.1614 0.0619 0.203
O 0.12858 2.99044 5.85057 0.1845 -0.2921 -0.0331 -0.379
O -1.55097 4.66071 5.36082 -0.0250 0.1752 -0.0562 -0.320
O 0.01929 5.02704 7.14117 -0.1068 -0.0026 0.0054 -0.332
C -4.22393 -5.65925 2.98267 -0.0110 -0.0981 -0.0874 -0.172
C -2.74162 -5.61178 3.33820 -0.0223 0.0617 0.0842 -0.172
C -2.12498 -5.16596 2.02159 0.0181 -0.0891 -0.1245 -0.204
O -3.09796 -4.34434 1.36861 -0.0251 -0.0692 0.0667 -0.146
C -4.35605 -4.47229 2.03814 0.0414 0.1559 0.0890 -0.206
H -4.88572 -5.58882 3.84463 0.0062 0.0269 0.0053 0.111
H -4.45055 -6.58835 2.45334 -0.0166 0.0070 0.0056 0.111
H -2.56698 -4.85693 4.10907 0.0249 -0.0034 -0.0057 0.112
H -2.34074 -6.55892 3.69563 0.0310 0.0210 0.0099 0.100
H -1.90983 -6.02172 1.37072 0.0453 -0.0405 0.0673 0.116
H -1.20544 -4.59806 2.16167 -0.0231 0.0545 -0.0695 0.091
H -4.54623 -3.54585 2.59012 -0.0690 -0.0258 0.0228 0.117
H -5.14764 -4.60312 1.29912 0.0465 0.0243 -0.0580 0.113
Li 4.66898 -2.79036 -5.41430 0.1635 -0.0951 0.0726 0.533
Li 6.53272 -0.18784 2.31090 -0.7222 -0.6286 -0.9461 0.824
C -0.87133 2.77779 -9.10784 -0.1699 -0.1464 -0.1487 -0.058
C -1.19244 4.05270 -8.35575 0.2164 0.0784 -0.0587 -0.160
N -2.59012 4.13021 -7.79025 -0.1822 -0.0615 -0.2916 -0.261
C -3.56003 4.04736 -8.92995 -0.0020 -0.1393 0.1617 0.004
C -2.83107 5.50250 -7.19161 0.0808 0.4175 0.4870 -0.149
C -2.01048 5.86514 -5.96675 -0.0457 -0.0690 0.1522 -0.040
C -2.95557 2.99461 -6.85082 0.0129 0.0435 0.0594 -0.062
C -2.04017 2.69402 -5.67730 0.2666 -0.0627 0.0452 -0.192
O -0.76553 2.33335 -6.15505 -0.1721 -0.1662 0.1108 -0.223
C 0.33204 2.56606 -5.25716 -0.0513 0.1584 -0.3170 -0.080
H -1.46567 2.67172 -10.01592 0.0372 0.0460 -0.0278 0.073
H 0.17398 2.81093 -9.41276 0.0184 0.0630 0.0569 0.093
H -1.00261 1.88760 -8.49944 0.0541 0.0418 0.0926 0.072
H -1.10188 4.90663 -9.02930 -0.1288 0.0494 0.0452 0.135
H -0.49534 4.20757 -7.54273 -0.0349 -0.0912 0.0919 0.111
H -3.30444 4.81666 -9.65297 -0.0441 0.0073 -0.0200 0.115
H -4.55919 4.21533 -8.53647 -0.0115 0.0507 -0.0367 0.118
H -3.50423 3.06168 -9.37994 0.0042 0.0155 -0.0566 0.096
H -3.89472 5.55422 -6.95013 0.0113 0.0490 0.0410 0.110
H -2.63084 6.21786 -7.98896 -0.0297 -0.1483 -0.1428 0.134
H -2.47402 5.47515 -5.06444 0.0404 0.0398 0.0435 0.081
H -2.02208 6.94775 -5.85286 -0.1247 0.0055 -0.0723 0.091
H -0.96759 5.55097 -6.01657 -0.0067 -0.0224 -0.0220 0.078
H -3.01767 2.10374 -7.47389 -0.0034 0.0110 -0.0346 0.128
H -3.95673 3.23033 -6.48801 0.0093 0.0227 0.0457 0.150
H -2.47267 1.83547 -5.14650 -0.2575 0.0966 -0.0253 0.138
H -1.99568 3.51337 -4.96355 0.0678 0.0818 -0.0556 0.111
H 0.01606 2.67553 -4.21855 -0.0498 -0.0322 -0.0151 0.097
H 0.88463 3.45470 -5.55744 0.1565 -0.0599 0.1750 0.075
H 1.01407 1.72207 -5.35553 -0.0039 0.0886 -0.0465 0.036
C 2.52696 4.39991 -3.64710 -0.1855 0.5291 0.5859 -0.467
O 2.91744 3.40852 -4.48370 -0.0891 -0.9482 -0.0762 -0.446
H 1.66310 4.16945 -2.96661 0.0060 -0.1878 -0.1016 0.036
H 3.29569 4.77085 -2.92829 0.1181 -0.1711 -0.1169 0.041
H 2.18965 5.34738 -4.14018 0.0501 -0.1398 -0.2341 0.042
O -6.66615 8.05916 -4.44283 0.0567 -0.1325 -0.0650 -0.355
Cl -5.61385 7.50775 -5.24899 0.0594 0.1391 -0.0537 0.623
O -5.60192 6.05533 -5.12951 0.0903 -0.1206 -0.1081 -0.414
O -4.33269 8.02097 -4.81644 0.0446 -0.0839 -0.0508 -0.383
O -5.81970 7.85653 -6.64139 0.0500 -0.1219 -0.0426 -0.399
N -0.10968 -7.45352 5.62713 0.0840 -0.0520 0.0870 0.058
C 0.16868 -6.73598 6.71494 -0.1395 0.0938 -0.1305 -0.159
C 1.07949 -7.12603 7.68449 0.0149 -0.0222 0.0071 -0.072
C 1.73760 -8.33286 7.51830 0.0427 -0.0242 0.0368 -0.082
C 1.46067 -9.09475 6.39499 0.0014 0.0211 0.0185 -0.078
C 0.53435 -8.61043 5.48450 -0.0792 0.0300 -0.1042 -0.160
H -0.37158 -5.79968 6.80426 0.0361 0.0201 0.0637 0.103
H 1.26668 -6.49921 8.54554 -0.0153 0.0266 -0.0140 0.105
H 2.45584 -8.67443 8.25271 0.0007 0.0025 0.0003 0.104
H 1.95195 -10.04333 6.22688 -0.0084 -0.0035 -0.0240 0.099
H 0.28982 -9.17242 4.58949 0.0400 -0.0516 0.0168 0.101
```
Positions in Å, forces in eV/Å.

The value obtained for the LUMO energy is -2.2472 eV. Its total charge is -1. The HOMO energy comes out at -3.3 eV. The calculation puts the gap between HOMO and LUMO at 1.0 eV.


Entry 3:
A molecular structure, C5H9AgO3, computed with the ωB97M-V functional and the def2-TZVPD basis.

XYZ file:
```
18
Properties=species:S:1:pos:R:3:forces:R:3:nbo_charge:R:1
H -0.77633 0.13818 1.70662 -3.5779 -0.2545 0.3542 0.140
O -0.99090 0.83345 -0.04975 1.9204 0.3399 -1.4821 -0.490
O 0.87172 -0.43122 -0.27934 -0.1258 -0.2035 1.3124 -0.405
O 1.00547 1.82286 0.15751 0.2657 -1.1527 1.1687 -0.592
C -1.78220 0.51987 1.10854 3.0263 -0.1781 2.6804 -0.015
C 1.87117 -0.46554 -1.05199 0.6403 0.2669 0.2137 0.594
C -2.96784 -0.33532 0.80694 -0.1542 -0.5494 0.4609 -0.678
C 2.56634 -1.70741 -1.28053 -0.3172 -0.0790 -0.4102 -0.751
C 0.31550 0.83593 0.16331 -1.7273 2.4469 -4.2317 1.047
H -2.01537 1.48719 1.56415 -0.1689 -0.2874 0.0461 0.208
H 2.20770 0.48861 -1.48103 -0.0406 -0.2389 0.0540 0.222
H -2.95855 -1.18198 1.50783 -0.2095 0.1255 -0.3329 0.263
H -3.89615 0.22878 0.96910 0.3133 -0.1902 -0.1238 0.259
H -2.94690 -0.71736 -0.22052 0.0742 0.0762 0.2829 0.254
H 2.60222 -1.85046 -2.37602 0.1015 -0.1309 0.1665 0.324
H 3.62089 -1.54252 -0.99496 -0.1209 -0.0025 -0.0364 0.329
H 2.11819 -2.55699 -0.76032 0.1368 0.1556 -0.1253 0.293
Ag 1.15504 4.43391 0.51047 -0.0364 -0.1439 0.0025 0.996
```
Positions in Å, forces in eV/Å.

The value obtained for the LUMO energy is -9.4448 eV. Its total charge is +2. The HOMO energy comes out at -18.1 eV. The calculation puts the gap between HOMO and LUMO at 8.7 eV.


The E results, record by record, are as follows: -5241.675579, -4746.312135, -567.837791 a.u..